Record 1
The following is a quantum chemistry calculation of a molecular structure, C44H86F3MgO30 in a non-equilibrium geometry, from OMol25.

Positions of all 164 atoms, in Å:
Mg: -0.6962 4.4417 -0.3884
C: 0.4625 1.6744 0.8801
O: -0.0292 0.7486 -0.0667
O: 0.0104 2.8968 0.5973
C: 0.2381 1.1608 2.3410
F: 0.1038 2.1669 3.2384
F: -0.8356 0.3485 2.4148
F: 1.3277 0.4633 2.7474
C: 0.6977 -0.4530 -0.2505
C: -0.1658 -1.2175 -1.2601
H: 0.3132 -2.1705 -1.5090
H: -1.1380 -1.5159 -0.8648
H: -0.3325 -0.7090 -2.2111
H: 0.7362 -1.0910 0.6362
H: 1.6920 -0.3730 -0.6997
H: 1.5602 1.6818 0.7814
C: -2.2352 -5.1000 -2.8912
C: -0.7552 -4.9112 -3.1542
C: -0.1192 -6.2725 -3.3036
O: -1.1884 -7.1934 -3.4781
C: -2.3187 -6.6484 -2.7867
H: -2.8567 -4.7615 -3.7193
H: -2.5747 -4.5283 -2.0298
H: -0.2334 -4.3276 -2.3894
H: -0.5038 -4.3089 -4.0362
H: 0.4139 -6.5331 -2.3814
H: 0.5913 -6.3412 -4.1270
H: -2.3310 -6.9855 -1.7435
H: -3.2174 -7.1079 -3.1977
C: 3.6697 -0.8565 -4.8193
C: 3.1954 0.0021 -5.9855
C: 2.3393 1.0759 -5.3132
O: 1.8813 0.4704 -4.1122
C: 2.4302 -0.8470 -3.9293
H: 4.5744 -0.4769 -4.3416
H: 3.9564 -1.8616 -5.1339
H: 2.5337 -0.5965 -6.6162
H: 3.9346 0.4612 -6.6408
H: 1.4743 1.3729 -5.9120
H: 2.9229 1.9671 -5.0529
H: 1.6533 -1.5671 -4.1979
H: 2.6414 -0.9556 -2.8649
C: -1.9344 1.8387 5.7440
C: -3.3091 1.2410 5.9603
C: -3.1164 0.2772 7.1166
O: -1.7957 -0.2286 6.9150
C: -1.0754 0.5967 6.0110
H: -1.7439 2.7128 6.3682
H: -1.8205 2.2123 4.7286
H: -3.6400 0.6831 5.0805
H: -4.0157 2.0596 6.1267
H: -3.9224 -0.4546 7.0655
H: -3.1596 0.7970 8.0780
H: -0.7656 0.0863 5.0966
H: -0.1229 0.9276 6.4398
C: -0.7682 -2.3159 5.5493
C: -0.7236 -3.8184 5.7790
C: 0.6135 -4.2466 5.1352
O: 0.7852 -3.3426 4.0544
C: 0.3131 -2.0662 4.5116
H: -0.5972 -1.7473 6.4634
H: -1.7493 -2.0555 5.1515
H: -1.4349 -4.2027 5.0431
H: -0.8825 -4.2365 6.7671
H: 0.5354 -5.2644 4.7492
H: 1.4465 -4.3105 5.8463
H: 0.0386 -1.4816 3.6342
H: 1.1457 -1.5161 4.9692
C: 2.7460 3.1272 -2.0217
O: 2.9812 4.5156 -2.2485
C: 2.1233 5.3433 -1.7074
O: 1.1516 4.9893 -1.0668
O: 2.5664 6.5625 -1.8586
C: 1.7966 7.6568 -1.3961
H: 1.7543 2.7747 -2.2945
H: 3.0222 2.8500 -1.0019
H: 3.4839 2.5647 -2.5932
H: 1.3208 8.1841 -2.2267
H: 2.4618 8.4122 -0.9829
H: 1.0228 7.3871 -0.6814
C: -3.0746 2.7403 2.4479
O: -4.0243 3.5898 1.8097
C: -3.6618 4.2240 0.7400
O: -2.5311 4.2330 0.2798
O: -4.7097 4.7643 0.1854
C: -4.5752 5.6539 -0.9026
H: -2.0664 3.1398 2.5828
H: -2.9773 1.8164 1.8776
H: -3.4069 2.5234 3.4575
H: -4.2169 5.2135 -1.8361
H: -3.9451 6.5107 -0.6586
H: -5.5808 6.0086 -1.1162
C: -5.9060 -2.8827 -5.9994
O: -4.7008 -2.1722 -6.2066
C: -3.8413 -2.0071 -5.2081
O: -4.0053 -2.4387 -4.0945
O: -2.8015 -1.3457 -5.7043
C: -1.6592 -1.1894 -4.8570
H: -5.6993 -3.8278 -5.4910
H: -6.3028 -3.1303 -6.9796
H: -6.5969 -2.2929 -5.3972
H: -1.3843 -0.1349 -4.8467
H: -0.8493 -1.7221 -5.3571
H: -1.7791 -1.5382 -3.8354
C: 7.7561 4.9556 0.9643
O: 6.5718 5.2812 1.6856
C: 5.4197 4.7963 1.2663
O: 5.2828 4.1712 0.2388
O: 4.4983 5.1281 2.1429
C: 3.1534 4.8816 1.8333
H: 8.6569 5.0911 1.5586
H: 7.8467 5.5838 0.0812
H: 7.7153 3.8880 0.7476
H: 2.6342 5.7071 1.3287
H: 2.6022 4.7841 2.7663
H: 2.9470 4.0414 1.1693
C: -3.6247 -0.6825 0.5467
O: -4.4720 -1.3127 1.4823
C: -4.6875 -0.6573 2.6314
O: -4.2467 0.4221 2.8864
O: -5.5452 -1.2842 3.4131
C: -5.9547 -2.6079 3.0849
H: -3.6154 -1.2090 -0.4021
H: -2.6170 -0.6204 0.9661
H: -3.9161 0.3608 0.3968
H: -5.1437 -3.2451 2.7286
H: -6.6669 -2.5891 2.2599
H: -6.3780 -3.1093 3.9487
C: 2.0048 -6.1394 2.3178
O: 2.7494 -5.3129 1.4332
C: 2.2473 -5.0247 0.2514
O: 1.1279 -5.2458 -0.1296
O: 3.2060 -4.4408 -0.4631
C: 2.8747 -3.9303 -1.7381
H: 1.7711 -7.0756 1.8130
H: 1.0656 -5.6586 2.5965
H: 2.5760 -6.2468 3.2343
H: 1.8834 -3.4799 -1.7118
H: 2.9015 -4.7008 -2.5119
H: 3.6396 -3.2110 -2.0243
C: -2.8621 1.5530 -1.8067
O: -2.0981 1.7560 -2.9987
C: -1.1980 2.6973 -3.0221
O: -0.9294 3.4097 -2.0718
O: -0.6865 2.7598 -4.2294
C: 0.0716 3.9015 -4.6189
H: -2.1812 1.5185 -0.9543
H: -3.3680 0.6043 -1.9485
H: -3.6234 2.3027 -1.5839
H: 0.5182 3.7597 -5.5947
H: 0.8706 4.0935 -3.8996
H: -0.5855 4.7728 -4.5757
C: 3.4984 -2.3027 2.4682
O: 4.8806 -1.9370 2.4322
C: 5.2301 -0.7965 1.8990
O: 6.3189 -0.3062 2.0026
O: 4.2227 -0.1996 1.2463
C: 4.4531 1.0092 0.5388
H: 2.9145 -1.5708 3.0228
H: 3.4680 -3.2600 2.9762
H: 3.0524 -2.4566 1.4869
H: 5.4476 1.4413 0.6291
H: 3.7192 1.7247 0.9010
H: 4.3440 0.7472 -0.5159

Its calculated total energy is -4484.86426 Ha. Its LUMO energy is -3.4 eV. As for the HOMO energy: -10.645 eV. The energy relative to the best compared isomer or geometry (same formula, charge and spin) comes out at 0.000 eV. Its charge is +1.

Atomic partial charges in e from the Löwdin method, atoms 1 to 5: 0.891, -0.426, -0.085, -0.197, -0.503

***

Record 2
The following is a quantum chemistry calculation of 3 unconnected molecules or ions with the total composition C4H17N2O2 in a non-equilibrium geometry, from OMol25.

Positions of all 25 atoms, in Å:
C: -0.2314 -1.7752 -2.1022
C: -0.1840 -0.3576 -1.5555
C: -1.2429 -0.0287 -0.4890
C: -1.1022 1.1880 0.3910
N: 0.1851 1.1455 1.1296
N: 1.1873 0.1139 -1.1616
H: -1.1960 -1.9659 -2.5461
H: 0.5793 -1.8190 -2.8351
H: -0.0128 -2.5397 -1.3572
H: -0.4648 0.2878 -2.3856
H: -2.2014 0.0973 -1.0147
H: -1.5604 -0.9039 0.0979
H: -1.9277 1.3012 1.0855
H: -1.0416 2.0757 -0.2441
H: 0.4157 2.0237 1.6092
H: 0.2626 0.4215 1.8378
H: 0.9745 0.9667 0.4746
H: 1.8085 -0.6761 -1.0358
H: 1.5348 0.6560 -1.9530
H: 3.0889 3.1665 1.7239
H: 3.7764 2.2532 2.7555
O: 2.9070 2.5684 2.4625
H: -2.4650 -3.3825 1.4087
H: -1.6737 -3.3231 0.0341
O: -2.1160 -2.8129 0.7174

Its calculated total energy is -422.36494 Ha. Its LUMO energy is -2.8 eV. As for the HOMO energy: -13.898 eV. The energy relative to the best compared isomer or geometry (same formula, charge and spin) comes out at 0.755 eV. Its charge is +1.

Atomic partial charges in e from the Löwdin method, atoms 1 to 5: -0.047, -0.403, -0.162, -0.140, 0.157

***

Record 3
The following is a quantum chemistry calculation of a molecular structure, C46H39IN9O2PTl in a non-equilibrium geometry, from OMol25.

Positions of all 99 atoms, in Å:
Tl: 0.6435 1.4280 -0.2531
C: 5.4893 0.6725 -2.5608
C: 5.2544 2.0650 -2.5463
C: 3.9761 2.5510 -2.9451
C: 3.0000 1.6623 -3.4716
C: 3.3520 0.2797 -3.6667
C: 4.4952 -0.2152 -3.0493
N: 1.7287 2.1641 -3.5460
C: 1.0640 2.0822 -4.7050
C: 1.6467 1.8775 -6.0332
C: 0.9639 2.0436 -7.2105
C: -0.4381 2.3290 -7.1534
C: -1.0773 2.3971 -5.9201
C: -0.3437 2.3786 -4.6713
N: -0.8672 2.6610 -3.4677
N: -2.0063 3.2865 -3.4891
C: -2.6106 3.4080 -2.2796
C: -3.9569 3.9248 -2.3886
C: -4.7047 3.9326 -1.2571
C: -4.1214 3.3753 -0.0674
C: -2.7700 3.0146 -0.0535
N: -2.0099 3.0792 -1.0945
H: 6.4795 0.4050 -2.2599
H: 6.0627 2.7206 -2.1932
H: 3.6912 3.5547 -2.8825
H: 2.6955 -0.3596 -4.2185
H: 4.6152 -1.2656 -2.9889
H: 2.6159 1.4103 -6.0792
H: 1.4369 1.8487 -8.1902
H: -1.0296 2.2039 -8.0516
H: -2.1148 2.4423 -5.7377
H: -4.3068 4.1695 -3.3742
H: -5.7405 4.1743 -1.2353
H: -4.7332 3.2683 0.8227
H: -2.3488 2.5256 0.8733
I: -0.9972 -1.9029 -2.0192
C: -0.1948 -3.7119 -1.2149
C: 0.6963 -4.3637 -2.0482
C: 0.8449 -5.7687 -2.0211
C: 0.1179 -6.5313 -1.1192
C: -0.6640 -5.8610 -0.1141
C: -1.1673 -6.6620 0.9760
C: -1.8899 -6.0585 1.9586
C: -2.0630 -4.6507 1.9624
C: -1.4645 -3.8469 0.9869
P: -1.5118 -2.1503 1.3046
C: -3.2935 -1.6878 1.4510
C: -3.8497 -1.1095 0.2937
C: -5.1634 -0.7534 0.3310
C: -5.9801 -0.9805 1.4389
C: -5.3869 -1.5637 2.5651
C: -4.0784 -1.8962 2.5935
C: -0.8899 -1.7201 2.9246
C: -0.2835 -2.6582 3.7626
C: 0.0778 -2.3499 5.1007
C: -0.0283 -1.0471 5.5704
C: -0.7307 0.0302 4.8385
C: -0.9671 -0.3001 3.3451
C: -0.8302 -4.4342 -0.1558
H: 1.2677 -3.7393 -2.7950
H: 1.3773 -6.2008 -2.8691
H: 0.2273 -7.6186 -1.0823
H: -1.0090 -7.7556 0.9401
H: -2.3440 -6.6521 2.7257
H: -2.5499 -4.1376 2.8036
H: -3.2840 -1.1367 -0.6026
H: -5.5559 -0.3906 -0.6086
H: -7.0346 -0.6905 1.3985
H: -6.0403 -1.7468 3.4407
H: -3.6362 -2.3053 3.5331
H: 0.0007 -3.6103 3.3158
H: 0.4804 -3.0929 5.7768
H: 0.3082 -0.8918 6.5903
H: -1.5750 0.5373 5.3555
H: -1.8701 0.1675 2.9057
N: 3.8037 3.6122 0.5457
N: 4.6362 2.8064 1.3136
C: 4.4013 1.4893 1.5143
N: 5.2186 0.8640 2.3615
N: 3.3192 1.0208 0.9642
N: 3.2254 -0.3990 0.8016
O: 4.1862 -1.2005 0.9902
O: 2.0943 -0.7570 0.4260
H: 3.1771 3.0050 -0.0243
H: 4.3297 4.3846 0.1091
H: 5.5560 3.2142 1.5974
H: 6.0924 1.3242 2.6104
H: 5.1849 -0.1152 2.2568
C: -0.0759 2.6062 4.6593
C: -0.2900 3.4430 3.6357
C: -0.1545 2.9748 2.2801
C: 0.0534 1.6763 1.9075
C: 0.2374 0.6269 2.9340
C: 0.3035 1.1501 4.4213
H: -0.1458 2.9379 5.6951
H: -0.5269 4.4854 3.7376
H: -0.1488 3.6495 1.4690
H: 1.1259 -0.0102 2.7454
H: 1.3004 0.9582 4.8545

Its calculated total energy is -3230.75870 Ha. Its LUMO energy (alpha / beta) is 1.8 / 1.8 eV. As for the HOMO energy (alpha / beta): -3.293 / -3.292 eV. The energy relative to the best compared isomer or geometry (same formula, charge and spin) comes out at 2.196 eV. Its charge is -1.

Atomic partial charges in e from the Löwdin method, atoms 1 to 5: 0.715, -0.135, -0.119, -0.050, -0.337